{
  "formula": "C24H28AuN4O3S",
  "method": "wB97M-V/def2-TZVPD",
  "orbital_gap_ev": [6.9, 6.9],
  "de_lowest_kj_mol": 104.49,
  "homo_energy_ev": [-11.9, -11.9],
  "charge": 1,
  "elements": ["Au", "C", "C", "C", "C", "C", "C", "C", "N", "C", "C", "C", "C", "C", "C", "C", "N", "C", "C", "C", "C", "H", "H", "H", "H", "H", "H", "H", "H", "H", "H", "H", "H", "H", "H", "H", "H", "H", "H", "H", "H", "H", "H", "H", "H", "O", "C", "O", "C", "C", "C", "C", "C", "N", "H", "H", "H", "H", "O", "S", "N"],
  "xyz": [[2.215, -1.731, -1.722], [-4.729, -1.035, -0.595], [-3.914, -1.996, 0.285], [-4.531, -3.393, 0.186], [-3.977, -1.536, 1.750], [-2.469, -1.976, -0.180], [-1.810, -3.103, -0.664], [-0.496, -2.998, -1.068], [0.180, -1.852, -1.002], [-0.421, -0.727, -0.551], [-1.742, -0.785, -0.144], [0.379, 0.528, -0.501], [-0.129, 1.758, -0.119], [0.682, 2.895, -0.133], [1.998, 2.729, -0.554], [2.441, 1.464, -0.909], [1.650, 0.403, -0.864], [0.111, 4.235, 0.305], [1.146, 5.357, 0.202], [-1.086, 4.589, -0.591], [-0.343, 4.122, 1.769], [-5.778, -1.071, -0.300], [-4.659, -1.318, -1.647], [-4.389, -0.004, -0.494], [-5.565, -3.351, 0.527], [-4.006, -4.111, 0.818], [-4.536, -3.758, -0.842], [-5.011, -1.578, 2.092], [-3.626, -0.511, 1.876], [-3.381, -2.187, 2.392], [-2.298, -4.062, -0.742], [0.046, -3.851, -1.454], [-2.225, 0.113, 0.209], [-1.162, 1.852, 0.183], [2.684, 3.560, -0.623], [3.457, 1.292, -1.249], [1.489, 5.490, -0.825], [2.007, 5.168, 0.846], [0.693, 6.294, 0.523], [-0.783, 4.627, -1.639], [-1.470, 5.570, -0.311], [-1.899, 3.869, -0.493], [0.493, 3.839, 2.412], [-1.140, 3.388, 1.896], [-0.719, 5.088, 2.106], [6.234, -1.361, -1.063], [5.041, -1.509, -1.049], [4.238, -1.345, -2.062], [4.360, -1.888, 0.262], [5.066, -1.971, 1.447], [4.380, -2.316, 2.600], [3.016, -2.577, 2.526], [2.381, -2.481, 1.305], [3.054, -2.135, 0.203], [6.127, -1.768, 1.436], [4.898, -2.387, 3.547], [2.451, -2.855, 3.403], [1.324, -2.680, 1.194], [0.853, -0.384, -5.332], [1.550, -1.609, -5.002], [1.647, -2.026, -3.576]],
  "forces_ev_per_angstrom": [[0.149, -1.032, 1.614], [0.088, -0.024, -0.002], [-0.171, -0.008, 0.037], [0.084, 0.052, -0.012], [0.020, -0.028, -0.051], [0.024, -0.001, -0.046], [0.063, 0.056, 0.032], [0.012, -0.178, -0.052], [0.908, 0.241, -0.674], [-0.059, -0.073, 0.040], [0.035, -0.102, 0.012], [0.123, 0.311, 0.015], [-0.221, -0.111, 0.027], [0.107, -0.016, -0.010], [-0.042, -0.087, -0.024], [-0.203, 0.169, 0.123], [0.135, 0.526, -0.028], [-0.034, 0.076, 0.013], [-0.049, -0.081, -0.009], [0.084, -0.007, 0.036], [0.030, 0.030, -0.071], [-0.004, 0.007, 0.007], [-0.032, 0.017, -0.011], [-0.007, 0.010, -0.016], [-0.007, 0.000, -0.005], [-0.001, -0.026, -0.019], [-0.016, -0.031, 0.006], [0.000, 0.023, 0.025], [0.005, 0.004, 0.005], [-0.004, 0.003, 0.017], [-0.004, -0.002, 0.018], [-0.032, 0.016, -0.057], [0.052, 0.013, 0.017], [0.011, 0.027, 0.002], [-0.016, 0.030, 0.042], [0.008, 0.026, 0.010], [0.036, 0.019, 0.008], [0.027, 0.021, -0.020], [-0.004, 0.003, 0.003], [-0.034, 0.010, -0.013], [-0.031, -0.005, -0.002], [-0.009, -0.002, -0.012], [-0.013, 0.001, 0.024], [-0.002, -0.007, 0.005], [-0.025, -0.011, 0.021], [-0.175, 0.084, -0.277], [0.171, -0.174, 0.964], [-1.226, -0.288, -0.932], [0.285, 0.028, -0.280], [-0.058, -0.079, 0.085], [-0.056, 0.005, -0.069], [0.102, -0.032, -0.007], [-0.093, 0.004, 0.058], [-0.400, 0.472, -0.458], [0.003, 0.014, -0.057], [0.001, 0.008, 0.002], [-0.019, -0.015, -0.014], [0.002, 0.030, 0.009], [0.405, 0.083, -0.247], [-1.033, 0.321, 0.899], [1.108, -0.314, -0.702]]
}

=====

{
  "formula": "C35H52CsN7O2Si3",
  "method": "wB97M-V/def2-TZVPD",
  "orbital_gap_ev": 5.5,
  "de_lowest_kj_mol": 153.64,
  "homo_energy_ev": -1.7,
  "charge": -2,
  "elements": ["Cs", "O", "C", "C", "C", "C", "C", "C", "C", "N", "C", "C", "N", "C", "C", "C", "C", "C", "C", "C", "O", "H", "H", "H", "H", "H", "H", "H", "H", "H", "H", "H", "H", "H", "H", "C", "Si", "C", "C", "C", "Si", "C", "C", "C", "Si", "C", "C", "C", "C", "C", "C", "C", "N", "H", "H", "H", "H", "H", "H", "H", "H", "H", "H", "H", "H", "H", "H", "H", "H", "H", "H", "H", "H", "H", "H", "H", "H", "H", "H", "H", "H", "C", "C", "C", "C", "N", "C", "N", "N", "N", "H", "H", "H", "H", "H", "H", "H", "H", "H", "H"],
  "xyz": [[-0.380, -1.908, -0.358], [-1.122, -2.372, 1.942], [-2.162, -2.720, 2.560], [-2.314, -2.490, 3.968], [-3.478, -2.759, 4.636], [-4.591, -3.297, 3.979], [-4.471, -3.569, 2.632], [-3.299, -3.339, 1.912], [-3.332, -3.755, 0.509], [-2.351, -3.940, -0.277], [-2.618, -4.387, -1.636], [-1.813, -3.605, -2.679], [-2.413, -2.305, -2.950], [-1.834, -1.527, -3.773], [-0.570, -1.719, -4.520], [-0.618, -1.567, -5.900], [0.491, -1.773, -6.704], [1.692, -2.119, -6.084], [1.787, -2.228, -4.719], [0.676, -1.986, -3.859], [0.771, -1.989, -2.590], [-1.466, -2.048, 4.473], [-3.537, -2.533, 5.697], [-5.517, -3.485, 4.508], [-5.318, -3.990, 2.097], [-4.358, -3.951, 0.137], [-3.694, -4.337, -1.884], [-2.306, -5.439, -1.699], [-1.763, -4.189, -3.610], [-0.781, -3.489, -2.338], [-2.383, -0.612, -4.002], [-1.567, -1.294, -6.354], [0.425, -1.668, -7.780], [2.577, -2.292, -6.690], [2.728, -2.467, -4.243], [0.135, 4.153, -2.014], [-0.565, 2.437, -1.537], [0.238, 1.261, -2.790], [-2.374, 2.543, -2.110], [-0.356, 2.024, 0.222], [1.301, 1.984, 0.926], [1.884, 3.654, 1.651], [1.592, 0.761, 2.357], [2.661, 1.533, -0.333], [-1.756, 2.182, 1.332], [-2.355, 3.967, 1.670], [-1.560, 1.438, 3.061], [-3.326, 1.282, 0.698], [-4.613, 1.822, 0.730], [-5.688, 1.092, 0.253], [-5.450, -0.169, -0.259], [-4.144, -0.640, -0.251], [-3.115, 0.050, 0.218], [0.022, 4.361, -3.078], [1.193, 4.228, -1.773], [-0.378, 4.935, -1.455], [-0.236, 1.387, -3.768], [0.152, 0.213, -2.521], [1.295, 1.461, -2.929], [-2.373, 2.894, -3.146], [-2.973, 3.237, -1.524], [-2.868, 1.577, -2.083], [1.251, 3.931, 2.493], [1.781, 4.433, 0.899], [2.920, 3.648, 2.003], [1.239, 1.163, 3.303], [2.659, 0.567, 2.483], [1.090, -0.194, 2.221], [2.746, 2.271, -1.124], [2.474, 0.577, -0.812], [3.628, 1.494, 0.174], [-1.517, 4.543, 2.059], [-3.170, 4.028, 2.393], [-2.676, 4.455, 0.750], [-0.811, 1.948, 3.661], [-1.307, 0.383, 3.011], [-2.518, 1.527, 3.579], [-4.762, 2.819, 1.119], [-6.692, 1.505, 0.272], [-6.244, -0.784, -0.667], [-3.911, -1.605, -0.676], [5.538, 2.404, 2.275], [6.363, 1.122, 2.230], [6.113, 0.282, 3.474], [6.126, 0.335, 0.923], [5.411, -0.913, 1.097], [4.122, -1.241, 0.916], [3.971, -2.510, 1.216], [5.185, -2.956, 1.579], [6.052, -2.017, 1.510], [5.778, 2.986, 3.165], [4.473, 2.185, 2.308], [5.713, 3.031, 1.402], [7.423, 1.405, 2.219], [5.062, -0.001, 3.547], [6.358, 0.863, 4.361], [6.705, -0.635, 3.479], [7.074, 0.066, 0.453], [5.553, 0.926, 0.205], [3.371, -0.567, 0.554]],
  "forces_ev_per_angstrom": [[0.565, 1.718, 0.296], [-0.471, -0.556, 1.820], [-0.168, -0.102, -0.023], [-0.056, 0.026, -0.041], [0.044, 0.047, 0.146], [-0.131, -0.040, 0.001], [-0.089, -0.005, 0.066], [0.001, -0.065, -0.167], [-0.045, -0.107, 0.056], [-0.291, -0.258, -0.116], [-0.028, -0.019, 0.041], [-0.119, -0.207, 0.017], [-0.013, -0.123, 0.079], [0.036, -0.056, -0.026], [-0.053, -0.042, 0.008], [-0.030, 0.009, -0.077], [-0.061, 0.030, -0.084], [0.124, -0.027, -0.122], [0.027, 0.064, 0.055], [-0.138, -0.111, -0.122], [0.809, -0.307, -1.508], [0.067, 0.033, 0.049], [-0.028, -0.006, 0.030], [-0.005, -0.007, 0.004], [-0.047, -0.016, -0.021], [0.070, -0.010, 0.032], [0.097, 0.009, 0.009], [-0.014, 0.044, -0.015], [-0.049, 0.094, 0.063], [-0.034, -0.231, -0.249], [-0.019, 0.128, -0.005], [-0.027, 0.006, -0.022], [0.005, 0.004, -0.029], [0.004, -0.003, -0.017], [0.074, -0.022, 0.038], [-0.124, -0.164, 0.070], [0.030, -0.040, 0.138], [-0.240, 0.246, 0.097], [0.223, 0.087, -0.034], [0.189, 0.064, -0.068], [-0.304, 0.022, -0.034], [0.122, -0.214, -0.040], [0.000, 0.172, -0.047], [-0.068, 0.194, 0.171], [0.010, -0.047, -0.002], [0.067, -0.163, -0.068], [-0.150, 0.150, -0.134], [0.131, 0.246, 0.109], [0.012, 0.032, 0.047], [-0.093, 0.034, 0.004], [-0.017, -0.095, -0.053], [-0.174, -0.048, -0.125], [0.122, -0.172, -0.138], [-0.036, 0.011, -0.184], [0.243, -0.013, 0.069], [-0.093, 0.123, 0.094], [-0.039, 0.033, -0.074], [-0.036, -0.129, 0.075], [0.295, 0.059, 0.007], [-0.018, 0.023, -0.070], [-0.083, 0.126, 0.120], [-0.082, -0.229, 0.015], [-0.132, 0.028, 0.131], [-0.010, 0.148, -0.149], [0.031, 0.024, 0.015], [-0.074, 0.083, 0.104], [0.195, -0.021, 0.033], [-0.091, -0.198, -0.086], [-0.037, 0.205, -0.202], [-0.096, -0.197, -0.184], [-0.010, 0.077, 0.023], [0.135, 0.078, 0.070], [-0.110, -0.024, 0.100], [-0.051, 0.064, -0.152], [0.155, 0.125, 0.101], [0.061, -0.237, -0.046], [-0.072, -0.004, 0.055], [-0.008, 0.099, 0.036], [0.028, -0.004, -0.004], [0.009, 0.021, 0.020], [-0.001, -0.110, -0.064], [0.001, -0.103, 0.017], [0.197, 0.166, 0.006], [0.078, -0.080, 0.128], [0.030, 0.007, -0.249], [-0.250, -0.400, -0.096], [0.176, -0.194, 0.042], [-0.284, 0.044, -0.068], [0.028, 0.032, 0.007], [0.414, 0.109, 0.002], [0.028, 0.030, 0.045], [-0.115, -0.076, 0.002], [0.032, 0.056, -0.097], [-0.068, -0.005, 0.040], [-0.059, -0.013, 0.001], [0.024, 0.040, 0.066], [-0.024, 0.087, 0.018], [-0.072, 0.040, 0.072], [0.119, -0.064, 0.090], [-0.072, -0.027, 0.065]]
}

=====

Question: Which of these has the lowest charge?
Answer: C35H52CsN7O2Si3

=====

Question: Which of these has the highest charge?
Answer: C24H28AuN4O3S